# C31H40N2O7

One molecule with the formula C31H40N2O7 (wB97M-V/def2-TZVPD, OMol25).

CARTESIAN COORDINATES (ANGSTROEM)
O -5.4439 -1.2474 4.1262
O 4.4020 1.9412 -0.7179
O 0.2635 0.2152 -6.5284
O -1.6147 0.4465 -2.9210
O -2.0139 1.7336 2.4840
O 1.1725 -1.5650 -7.5604
O 3.0984 -0.1352 5.1877
N 1.0756 -0.2126 4.2270
N 0.3155 -0.2068 3.1242
C 2.9434 0.5616 2.9077
C 0.0240 1.6529 -1.7160
C 5.6102 1.4715 -1.2675
C -1.7628 -0.5662 1.9415
C -2.5028 -1.9150 1.8455
C 1.5591 -1.1300 -5.2149
C -3.7925 0.3014 3.2458
C -1.6463 0.0384 -0.5633
C -4.5260 -1.0313 3.0794
C 2.2743 1.5378 2.1718
C -2.7851 0.5986 2.1183
C 1.1199 -0.1592 -4.4055
C 4.1569 0.0737 2.4406
C 0.0893 -1.4552 0.4047
C 0.3442 -0.7400 -2.0355
C -3.5081 -2.1661 2.9673
C -2.5823 1.2187 -0.3110
C 1.3563 1.4454 -2.4522
C 4.6801 0.5018 1.2343
C 2.4208 0.0564 4.1995
C 0.2793 0.7694 -5.2300
C -0.8602 -0.2962 0.7046
C 1.0512 -1.0622 -0.7093
C -3.5460 0.8812 0.8149
C 2.8035 1.9875 0.9835
C 4.0000 1.4596 0.4895
C -0.7540 0.3300 -1.7938
C 1.3833 -0.0116 -2.9449
C 1.0218 -0.9109 -6.5652
C -0.1932 -2.0232 -2.6670
C -0.8910 -0.5720 3.1686
H 2.1946 1.6197 -1.7808
H -0.2543 0.5697 0.9785
H 1.7579 -1.8774 -0.8809
H 1.4622 2.1424 -3.2800
H -4.5288 1.1094 3.2841
H -2.9936 -2.2759 3.9252
H -3.1333 1.4602 -1.2211
H 5.5760 0.3923 -1.4472
H -1.9947 2.0913 -0.0260
H -4.1482 0.0161 0.5415
H -2.1567 -0.3485 -2.9774
H -0.9264 -2.4952 -2.0171
H 0.6685 -1.6966 1.2945
H 1.6193 -0.1947 -0.3745
H -0.6559 -1.8322 -3.6321
H 0.7039 1.7771 -5.2909
H -5.1519 -1.0055 2.1821
H 0.6211 -2.7262 -2.8236
H 1.3493 1.9533 2.5386
H 2.1911 -1.9640 -4.9810
H 4.6870 -0.6603 3.0285
H 6.4625 1.7072 -0.6234
H -2.2618 -0.8318 -0.8308
H -1.7647 -2.7178 1.8623
H 0.6933 -0.5421 5.1184
H -1.3491 -0.8932 4.1099
H -0.7405 0.8502 -4.8409
H -0.4715 -2.3420 0.1095
H 2.3118 2.7594 0.4119
H 5.7221 1.9909 -2.2177
H -2.5983 2.4997 2.5163
H 2.3632 -0.4624 -2.7618
H -4.2283 1.7191 0.9843
H -3.0289 -1.9646 0.8919
H -4.9625 -1.2889 4.9610
H 0.1986 1.9239 -0.6777
H -3.2617 0.3019 4.2015
H -0.5734 2.4326 -2.1845
H -4.0352 -3.1030 2.7761
H 5.6151 0.0894 0.8903

* relative energy (zero: lowest compared OMol25 entry of this formula, charge and spin): 0.0789 eV
* SMILES: COc1ccc(C(=O)N/N=C/[C@@]23CC[C@@H](O)C[C@]2(O)CC[C@@H]2[C@@H]3CC[C@]3(C)[C@@H](C4=CC(=O)OC4)CC[C@]23O)cc1
* multiplicity: 1

Atomic partial charges in e from the Löwdin method, atoms 1 to 5: O -0.019; O -0.098; O 0.042; O -0.006; O 0.013

=====

# C3H8N2

One molecule with the formula C3H8N2 (wB97M-V/def2-TZVPD, OMol25).

CARTESIAN COORDINATES (ANGSTROEM)
N 0.2824 -1.1021 -0.9105
N 0.1424 -0.6058 1.8788
C -0.3009 1.2061 -1.4493
C -0.1585 0.3913 0.8971
C -0.0660 0.1455 -0.4249
H 0.5456 1.2441 -2.1381
H -0.6858 -0.9545 2.3406
H 0.7869 -0.2591 2.5729
H 0.3558 -1.8040 -0.1925
H -0.3850 2.1633 -0.9416
H 0.9032 -1.1689 -1.6966
H -1.1996 1.0243 -2.0424
H -0.6811 1.3171 1.1411

* relative energy (zero: lowest compared OMol25 entry of this formula, charge and spin): 1.3385 eV
* SMILES: C/C(N)=C/N
* multiplicity: 1

Atomic partial charges in e from the Löwdin method, atoms 1 to 5: N 0.088; N -0.002; C -0.059; C -0.202; C -0.429

=====

# C4H6O2Si

A 2-piece molecular cluster, C4H6O2Si overall (wB97M-V/def2-TZVPD, OMol25).

CARTESIAN COORDINATES (ANGSTROEM)
Si -0.0001 -0.4747 1.7027
O 0.4958 -0.1775 3.2016
O -1.5311 2.7361 -3.1245
C -0.4955 2.2930 -2.9454
C -0.9432 -0.2664 -1.4728
C 0.7633 0.0985 0.1492
C 0.2981 -0.0059 -1.2049
H 0.8744 0.1482 -2.0746
H -1.6634 -0.2325 -0.5583
H 1.2203 0.3304 3.6228
H -0.7160 -1.6116 1.9063
H -1.4895 -0.2794 -2.3792
H 1.6983 0.5938 0.2802

* relative energy (zero: lowest compared OMol25 entry of this formula, charge and spin): 2.8806 eV
* multiplicity: 1

Atomic partial charges in e from the Löwdin method, atoms 1 to 5: Si 0.704; O -0.227; O 0.034; C 0.023; C -0.102

=====

# C5H9NO

One molecule with the formula C5H9NO (wB97M-V/def2-TZVPD, OMol25).

CARTESIAN COORDINATES (ANGSTROEM)
O -0.7647 0.9373 -2.1471
N -1.3734 0.7544 2.6787
C -0.2098 -0.0897 -2.4186
C 0.9192 -0.4630 -0.0875
C -0.2728 0.4155 1.8809
C -0.3298 0.0419 0.6090
C 0.8870 -0.7531 -1.6060
H -2.2634 0.7371 2.2030
H 1.7140 0.2733 0.0607
H -1.2142 1.6074 3.1926
H 0.6800 0.4869 2.3953
H 0.8780 -1.7999 -1.8862
H 1.7685 -0.2849 -2.0122
H 1.2908 -1.3525 0.4181
H -1.2061 0.2118 0.0037
H -0.5032 -0.7225 -3.2843

* relative energy (zero: lowest compared OMol25 entry of this formula, charge and spin): 2.0141 eV
* SMILES: N/C=C/CCC=O
* multiplicity: 1

Atomic partial charges in e from the Löwdin method, atoms 1 to 5: O 0.051; N 0.027; C -0.275; C -0.196; C -0.233

=====

# C2H2ClFO2

One molecule with the formula C2H2ClFO2 (wB97M-V/def2-TZVPD, OMol25).

CARTESIAN COORDINATES (ANGSTROEM)
Cl 2.1275 -0.0978 -0.5951
F 0.9031 -1.3943 1.3806
O 0.2763 0.6421 1.0813
O -0.7610 -2.2590 -0.5031
C 0.6360 -0.4929 0.3830
C -0.3617 -1.1674 -0.7314
H -0.7805 -0.7770 -1.7054
H 0.8511 1.1259 1.6455

* relative energy (zero: lowest compared OMol25 entry of this formula, charge and spin): 1.4752 eV
* SMILES: O=C[C@@](O)(F)Cl
* multiplicity: 1

Atomic partial charges in e from the Löwdin method, atoms 1 to 5: Cl 0.647; F 0.028; O 0.004; O 0.089; C -0.810

=====

# C3H12N4O

One molecule with the formula C3H12N4O (wB97M-V/def2-TZVPD, OMol25).

CARTESIAN COORDINATES (ANGSTROEM)
O -1.2856 -0.0283 2.0731
N -0.1491 -0.0376 -1.2754
N -0.3618 2.1376 1.8222
N 0.7515 0.2688 0.9661
N 2.1301 -0.8724 -0.5426
C -0.5615 0.8448 1.2253
C 0.7836 -0.6196 -0.1504
C -1.0759 -0.9661 -1.8891
H 0.4203 0.4254 -1.9767
H -0.9418 -0.9283 2.0972
H -0.5955 -1.8682 -2.2937
H -1.8012 -1.2733 -1.1350
H -1.6093 -0.4738 -2.7011
H 0.2924 -1.5528 0.1450
H 1.4087 1.0301 0.8416
H -1.2549 2.5694 2.0255
H 0.1193 2.0321 2.7133
H -1.0650 0.8816 0.1529
H 2.1837 -1.5489 -1.2934
H 2.6119 -0.0204 -0.8045

* relative energy (zero: lowest compared OMol25 entry of this formula, charge and spin): 1.5938 eV
* SMILES: CN[C@@H](N)N[C@H](N)O
* multiplicity: 1

Atomic partial charges in e from the Löwdin method, atoms 1 to 5: O -0.030; N -0.118; N 0.068; N 0.018; N 0.069

=====

# Cl2HO3PS

One molecule with the formula Cl2HO3PS (wB97M-V/def2-TZVPD, OMol25).

CARTESIAN COORDINATES (ANGSTROEM)
Cl -1.5147 1.2820 -1.5166
Cl 1.4805 0.5781 -2.0943
S -0.3356 -2.1928 1.3153
P -0.0695 -0.5027 0.3071
O 0.6812 0.5889 1.2264
O -1.4763 0.0055 -0.2927
O 1.0641 -0.5952 -0.9906
H 0.1704 0.8362 2.0454

* relative energy (zero: lowest compared OMol25 entry of this formula, charge and spin): 0.2489 eV
* SMILES: OP(=S)(OCl)OCl
* multiplicity: 1

Atomic partial charges in e from the Löwdin method, atoms 1 to 5: Cl 0.612; Cl 0.615; S 0.303; P 0.102; O -0.220

=====

# C4H5N3S

One molecule with the formula C4H5N3S (wB97M-V/def2-TZVPD, OMol25).

CARTESIAN COORDINATES (ANGSTROEM)
S -0.0335 -0.9734 -0.0278
N 0.2826 0.6929 0.2340
N -2.3015 1.1752 -0.2099
N -2.6423 -0.1484 -0.1109
C 2.6532 0.4001 0.0065
C 1.3691 1.2755 0.1513
C -1.7841 -1.1039 0.1984
C 3.4793 -0.4149 -0.2463
H 1.4326 2.2847 0.3802
H -1.9641 -2.0604 0.5141
H -3.4070 1.6354 -0.4751
H 4.3303 -1.0788 -0.2023
H -1.5324 1.8163 0.1756

* relative energy (zero: lowest compared OMol25 entry of this formula, charge and spin): 6.5641 eV
* SMILES: C#C/C=N\S/C=N\N
* multiplicity: 1

Atomic partial charges in e from the Löwdin method, atoms 1 to 5: S 0.919; N -0.330; N -0.097; N -0.137; C -0.115